# 1
A structure of composition C10H13ClO2SSn in a non-equilibrium geometry, computed with ωB97M-V with the def2-TZVPD basis set.

Structure (XYZ):
```
28
Properties=species:S:1:pos:R:3:forces:R:3:mulliken_charge:R:1
Cl -2.717952 -0.948609 -0.183866 1.702 -0.095 0.318 -0.33
C 0.959175 -1.360612 -1.829258 -0.123 1.583 -0.155 -0.47
C 1.740485 -0.137344 -1.689516 -1.388 -0.225 -0.481 -0.75
C 0.887678 0.979518 -2.033003 -0.223 -1.340 0.447 -0.58
H 2.754594 -0.075446 -1.373745 0.643 0.005 0.047 0.66
C -0.442703 0.459638 -2.401690 1.611 -1.269 0.407 0.75
C -0.358379 -0.993127 -2.267013 0.836 0.939 -0.181 -0.75
H -1.193731 -1.645148 -2.398267 -0.259 -0.334 -0.110 0.60
H 1.306742 -2.349925 -1.628231 0.178 -0.466 -0.015 0.64
H 1.158740 2.012454 -2.041166 0.226 0.454 -0.140 0.59
C -1.599202 1.230427 -2.819617 -1.026 0.499 -0.248 -1.09
Sn -0.095453 -0.009825 -0.143106 -3.964 -0.532 -2.982 0.79
C 1.492985 0.782891 1.105706 4.256 2.584 3.755 0.27
C -0.151320 -1.376195 1.493069 -0.945 -4.272 4.440 0.24
O 2.324042 1.207102 1.770293 -2.870 -1.516 -2.494 -0.04
O -0.308926 -2.123413 2.342929 0.535 2.502 -2.851 -0.03
H -1.633922 2.206134 -2.321492 0.009 -0.085 -0.215 0.27
H -2.516037 0.682018 -2.574975 0.106 0.149 -0.157 0.32
H -1.570756 1.401653 -3.905042 -0.022 -0.023 0.189 0.37
C -2.948008 2.353730 2.161005 -0.602 -0.124 0.154 -1.02
S -1.642284 1.525201 1.225167 1.115 1.438 -0.204 0.46
C -0.795280 3.028350 0.671890 0.091 0.371 0.366 -1.19
H -3.474564 1.601846 2.713377 -0.394 -0.389 0.231 0.40
H -3.608447 2.851306 1.448153 0.151 -0.063 0.121 0.36
H -2.461051 3.031145 2.858241 0.087 0.058 -0.118 0.39
H -1.561290 3.785660 0.473955 0.225 -0.072 0.185 0.44
H -0.096222 3.351491 1.447535 -0.132 0.301 -0.265 0.39
H -0.290915 2.875281 -0.278332 0.178 -0.080 -0.045 0.31
```
Forces are in eV/Å.

- Frontier orbital gap: 6.10 eV
- Total energy: -43842.5301 eV
- Total charge: +2
- E_HOMO: -16.37 eV
- Relative energy (zero: lowest compared OMol25 entry of this formula, charge and spin): 13.1 kcal/mol

# 2
An isolated molecule of C5H8O3 in a non-equilibrium geometry, computed with ωB97M-V with the def2-TZVPD basis set.

Structure (XYZ):
```
16
Properties=species:S:1:pos:R:3:forces:R:3:mulliken_charge:R:1
C -1.537560 0.567716 0.549411 0.218 0.215 -0.284 -1.07
C -0.288667 0.200485 0.320748 0.160 -0.888 0.426 0.40
C 0.533497 0.416853 -0.906772 -0.128 2.216 -0.164 0.87
C -0.158377 0.259512 -2.228546 0.528 -0.165 -0.120 -1.24
O 1.684929 0.832452 -0.798302 -0.681 -0.809 -0.358 -0.64
C 0.506444 -0.752608 1.201736 0.183 -0.865 -2.805 0.23
O 1.641996 -0.143337 1.684474 0.863 0.595 0.038 -0.57
O -0.222513 -1.341719 2.203808 0.066 -0.126 0.294 -0.52
H -2.068244 1.220530 -0.125225 -0.166 0.009 -0.143 0.29
H -2.045450 0.239518 1.441422 0.007 0.026 0.181 0.31
H -0.522074 -0.760370 -2.323130 -0.128 -0.112 -0.048 0.31
H 0.523302 0.490093 -3.042861 0.039 -0.014 -0.009 0.35
H -1.016721 0.925314 -2.277663 -0.120 0.034 0.113 0.34
H 0.818141 -1.520428 0.340550 -0.455 0.351 2.089 0.18
H 2.036211 0.364104 0.919248 -0.415 -0.455 0.859 0.42
H 0.115090 -0.998115 3.041102 0.027 -0.012 -0.069 0.35
```
Forces are in eV/Å.

- SMILES string: C=C(C(C)=O)C(O)O
- Frontier orbital gap: 10.11 eV
- Total energy: -11455.9205 eV
- E_HOMO: -9.74 eV
- Relative energy (zero: lowest compared OMol25 entry of this formula, charge and spin): 36.9 kcal/mol

# 3
An isolated molecule of C3H5FS in a non-equilibrium geometry, computed with ωB97M-V with the def2-TZVPD basis set.

Structure (XYZ):
```
10
Properties=species:S:1:pos:R:3:forces:R:3:mulliken_charge:R:1
F 1.606029 1.480068 -0.145048 -0.137 -0.186 -0.386 -0.31
C 0.714838 0.490477 -0.518552 0.988 3.253 -3.018 0.00
C 1.058578 -0.901391 -0.486765 2.087 -1.571 0.801 -0.62
C 0.094354 -0.243692 0.465098 -1.954 -1.841 2.765 -0.08
S -1.686476 -0.409871 0.261954 -0.769 -0.423 1.843 -0.30
H 0.091296 0.721238 -1.380086 0.291 0.733 0.044 0.32
H 1.984017 -1.105398 0.096675 -0.603 -0.279 -0.994 0.24
H 0.796607 -1.524576 -1.340974 0.004 0.028 0.475 0.26
H 0.587897 -0.106677 1.427363 -0.819 -0.156 0.094 0.35
H -2.137090 -0.819644 1.552507 0.912 0.442 -1.625 0.14
```
Forces are in eV/Å.

- SMILES string: F[C@H]1C[C@@H]1S
- Frontier orbital gap: 9.94 eV
- Total energy: -16742.9418 eV
- E_HOMO: -9.15 eV
- Relative energy (zero: lowest compared OMol25 entry of this formula, charge and spin): 28.4 kcal/mol

# 4
A cluster of 8 separate species, C20H56N4O8 in total in a non-equilibrium geometry, computed with ωB97M-V with the def2-TZVPD basis set.

Structure (XYZ):
```
88
Properties=species:S:1:pos:R:3:forces:R:3:mulliken_charge:R:1
C 1.163185 0.423743 0.154704 0.250 8.125 2.152 0.31
O 1.252202 1.697546 0.582876 -0.404 -4.668 -0.694 -0.91
N 1.290734 0.197764 -1.110455 3.312 -2.249 -4.435 1.03
N 0.825989 -0.598424 0.826212 -0.874 0.714 4.555 0.66
H 1.907511 0.829020 -1.611351 -0.847 0.459 0.251 -0.13
H 1.512903 -0.794559 -1.451093 -1.009 1.919 0.872 -0.15
H 0.564095 -0.527217 1.790424 0.031 -0.250 0.167 0.05
H 0.921381 -1.433173 0.405641 -0.080 -3.401 -1.240 -0.77
C -1.865239 0.578829 -1.936551 0.167 0.361 10.579 0.14
O -1.927802 0.121858 -0.665724 -0.455 -0.343 -5.845 -0.35
N -2.362439 1.773059 -2.195637 -13.938 3.885 0.740 -0.34
N -0.771425 1.044209 -2.446944 12.997 -7.461 -6.447 -0.21
H -2.970196 1.915130 -1.344886 -0.195 0.773 -0.633 0.19
H -3.130496 1.574526 -2.902910 0.687 1.081 0.008 0.38
H -0.016315 0.617124 -1.806387 -0.485 0.705 -0.777 0.06
H -0.463398 0.340884 -3.240897 -0.105 1.310 0.795 0.37
C 2.752150 -3.070603 -0.458458 1.665 0.500 -0.352 -1.16
C 2.014615 -3.146538 -1.804550 7.338 -5.788 0.230 0.73
C 1.567663 -4.562129 -1.923587 1.083 -0.966 -3.833 -1.88
O 1.025331 -2.383835 -1.889707 -6.399 5.347 -1.315 -0.59
H 2.074101 -3.113493 0.363749 -0.790 0.055 0.566 0.23
H 3.455182 -2.221024 -0.277916 -0.783 -0.297 -0.426 0.09
H 3.385714 -3.954754 -0.327163 -0.101 0.084 -0.255 0.48
H 2.702957 -3.058769 -2.678554 0.383 0.588 0.624 0.16
H 2.439742 -5.197529 -1.956376 0.242 -0.405 -0.386 0.46
H 0.900601 -4.791707 -2.826773 0.887 0.471 1.132 0.33
H 1.105046 -4.800400 -1.077633 -2.508 -1.244 3.454 0.55
H 0.680905 -2.552800 -2.778927 -0.749 0.641 0.300 0.39
C -1.835226 3.058386 2.614217 1.434 -0.725 1.261 -1.66
C -2.310617 2.328506 1.418961 1.977 -5.108 5.496 2.13
C -3.415266 1.377527 1.754092 -0.439 -0.481 0.749 -1.28
O -2.723927 3.051655 0.510056 -4.342 7.171 -8.111 -0.45
H -2.476989 3.835278 3.000715 -0.345 0.167 0.043 0.34
H -0.833966 3.417196 2.415128 0.176 0.648 -0.027 0.32
H -1.670753 2.262280 3.341588 -0.078 0.296 0.676 0.43
H -1.452679 1.793141 1.040336 0.502 -0.758 -0.031 -1.17
H -4.231317 1.924893 2.260558 0.517 -0.152 0.724 0.59
H -2.936202 0.585073 2.330627 -1.153 -0.306 0.030 -0.29
H -3.945765 1.091574 0.848351 0.614 -0.880 -0.212 0.50
H -3.686875 3.188860 0.618680 0.761 0.357 -0.310 0.43
C 1.560303 4.842806 -1.762652 -1.094 1.934 -1.220 -1.21
C 0.413572 4.414975 -0.856355 3.510 8.425 2.621 1.07
C -0.523887 5.603544 -0.501673 2.548 1.471 0.842 -1.54
O -0.257007 3.378307 -1.029374 -3.677 -7.894 -1.238 -0.12
H 2.295619 5.527786 -1.318691 -0.858 0.486 0.396 0.36
H 1.198408 5.306355 -2.719501 0.420 -0.502 0.586 0.30
H 2.209302 4.062872 -1.934851 1.022 -2.392 -0.945 0.08
H 0.918733 4.211925 0.040254 1.552 0.751 1.902 0.33
H -0.033830 6.446816 0.073385 -0.020 -0.993 -0.434 0.31
H -1.332591 5.308148 0.080087 -1.372 -0.980 1.124 0.36
H -0.926057 6.114836 -1.312411 -0.749 0.641 -2.047 0.43
H 0.045308 2.858897 -0.235398 -0.888 -0.885 -1.574 -0.59
C 4.230293 0.920793 -1.151187 0.036 -0.534 0.049 -1.17
C 3.879271 1.054590 -2.616066 6.957 -4.134 -0.027 0.12
C 3.914386 -0.324158 -3.284911 -0.064 -0.627 0.317 -1.19
O 2.795139 1.603671 -2.976637 -6.443 4.545 -1.983 -0.64
H 5.311301 0.996564 -1.038356 0.016 -0.342 -0.033 0.48
H 3.863385 -0.043734 -0.746589 0.313 0.654 0.024 0.04
H 3.833418 1.738129 -0.604795 -0.640 0.704 0.785 0.27
H 4.686369 1.617343 -3.112815 0.583 -0.204 0.491 0.62
H 3.940841 -0.219977 -4.341355 0.052 0.229 -1.140 0.51
H 3.066559 -0.999310 -3.096380 -0.073 0.609 0.391 0.02
H 4.775657 -0.870919 -3.005830 1.140 -0.670 0.309 0.38
H 2.999492 2.081790 -3.796225 -1.022 -0.015 0.500 0.45
C -3.355873 -2.163884 1.083970 1.472 -1.878 -0.231 -1.24
C -2.821472 -2.877575 -0.200518 6.145 7.930 3.506 0.84
C -1.419273 -3.395143 0.017736 1.078 0.581 -0.293 -0.65
O -3.497395 -3.841498 -0.568787 -6.622 -7.802 -4.627 -0.55
H -3.487314 -2.891453 1.906268 0.442 0.153 -0.242 0.44
H -4.300807 -1.788913 0.942504 -2.445 0.940 -0.725 0.52
H -2.757213 -1.319929 1.377130 0.577 0.011 0.038 -0.02
H -2.675653 -2.142099 -0.999843 -0.413 0.666 0.283 -0.02
H -0.934671 -3.631948 -0.918992 -0.362 -0.758 -0.548 0.29
H -1.409117 -4.220786 0.681047 -0.102 -1.112 0.613 0.49
H -0.703632 -2.700673 0.357219 0.509 1.329 0.977 -0.27
H -3.335087 -3.961652 -1.535833 -0.569 -0.395 1.299 0.45
C -0.628186 -2.866786 5.172650 0.450 1.864 1.180 -1.60
C -0.915563 -2.110902 3.884270 -8.552 -0.040 6.098 1.11
C -1.418904 -0.705621 4.067118 0.470 -0.161 2.207 -0.39
O 0.074212 -2.145709 3.170949 8.925 1.210 -7.143 -0.41
H 0.288388 -2.516947 5.747989 -0.958 0.045 -0.987 0.31
H -0.471207 -3.904087 5.012880 -0.355 -1.123 -0.111 0.48
H -1.475113 -2.589792 5.756555 -0.720 -0.779 1.179 0.40
H -1.796367 -2.574946 3.393546 -0.001 -0.512 0.225 -0.37
H -1.242224 -0.180499 3.186901 -0.115 0.911 -1.770 -0.72
H -0.838367 -0.165555 4.820464 -0.063 -0.030 0.222 0.43
H -2.466003 -0.711879 4.349444 -0.102 0.226 -0.041 0.45
H 0.207740 -3.044881 2.979222 1.119 -1.729 -0.877 0.33
```
Forces are in eV/Å.

- Frontier orbital gap: 7.25 eV
- Total energy: -43974.2572 eV
- E_HOMO: -7.31 eV
- Relative energy (zero: lowest compared OMol25 entry of this formula, charge and spin): 372.0 kcal/mol